# 1
The following is a DFT calculation (the ωB97M-V functional and the def2-TZVPD basis) of a cluster of 2 separate species, C4H11NO2 in total.

As for the net charge: 0. Its calculated total energy is -9903.3488 eV. The relative energy (zero: lowest compared OMol25 entry of this formula, charge and spin) comes out at 205.08 kcal per mole.

Bonds (Å) are listed after each position.
CARTESIAN COORDINATES (ANGSTROEM)
1 O 2.455 0.446 -0.825  C2 1.270
2 C 1.773 -0.610 -0.644  O1 1.270, C3 1.518, H7 1.238, H16 1.206
3 C 0.333 -0.335 -0.251  C2 1.518, C4 1.593, N6 1.410, H8 1.148
4 C 0.259 -0.002 1.306  C3 1.593, C5 1.519, H9 1.149, H10 1.124
5 C -1.088 -0.377 1.899  C4 1.519, H11 1.085, H12 1.128, H13 1.083
6 N -0.200 0.642 -1.115  C3 1.410, H14 1.044, H15 1.010
7 H 1.765 -1.261 -1.697  C2 1.238
8 H -0.289 -1.283 -0.428  C3 1.148
9 H 1.039 -0.471 2.006  C4 1.149
10 H 0.342 1.118 1.330  C4 1.124
11 H -1.026 -1.415 2.209  C5 1.085
12 H -1.968 -0.188 1.219  C5 1.128
13 H -1.163 0.332 2.715  C5 1.083
14 H -1.227 0.808 -1.023  N6 1.044
15 H 0.218 1.560 -1.167  N6 1.010
16 H 2.121 -1.563 0.008  C2 1.206
17 H -3.697 0.420 -0.595  O18 0.969
18 O -2.752 0.228 -0.504  H17 0.969

Löwdin atomic charge list, values in e, 2 entries:
1 O 0.03
2 C -0.41

=====

# 2
The following is a DFT calculation (the ωB97M-V functional and the def2-TZVPD basis) of a cluster of 2 separate species, C4H11NO2 in total.

As for the net charge: 0. Its calculated total energy is -9907.5441 eV. The relative energy (zero: lowest compared OMol25 entry of this formula, charge and spin) comes out at 108.33 kcal per mole. Its SMILES is C=C(C)ON.CO.

Bonds (Å) are listed after each position.
CARTESIAN COORDINATES (ANGSTROEM)
1 C -0.670 -0.220 1.741  C2 1.331, H6 1.084, H7 1.083
2 C -0.069 -0.608 0.619  C1 1.331, C3 1.487, O4 1.628
3 C -0.324 -1.872 -0.121  C2 1.487, H8 1.094, H9 1.095, H10 1.093
4 O 1.392 0.065 0.367  C2 1.628, N5 1.433
5 N 2.265 -0.746 -0.429  O4 1.433, H11 1.020, H12 1.019
6 H -1.394 -0.865 2.226  C1 1.084
7 H -0.420 0.714 2.228  C1 1.083
8 H 0.602 -2.347 -0.457  C3 1.094
9 H -0.803 -2.602 0.540  C3 1.095
10 H -0.981 -1.695 -0.976  C3 1.093
11 H 2.560 -0.127 -1.185  N5 1.020
12 H 3.076 -0.867 0.177  N5 1.019
13 C -1.173 2.098 -0.763  O14 1.417, H15 1.093, H16 1.093, H17 1.092
14 O -0.388 1.032 -1.268  C13 1.417, H18 1.025
15 H -0.554 2.819 -0.224  C13 1.093
16 H -1.954 1.692 -0.115  C13 1.093
17 H -1.665 2.601 -1.599  C13 1.092
18 H 0.497 0.926 -0.761  O14 1.025

Löwdin atomic charge list, values in e, 2 entries:
1 C 0.04
2 C -0.28